1.
Here is one molecule with the formula C2H8N2O3 from OMol25. Energies are from ωB97M-V with the def2-TZVPD basis set.

The HOMO-LUMO gap comes out at 9.9 eV. The value obtained for the LUMO energy is 0.77 eV. The total charge is 0. The value obtained for the calculated total energy is -11323.98209 eV. Its structure (SMILES) is CN(O)C(N)(O)O. For the molar mass, the calculation gives 108.10 g mol⁻¹.

Last column: Löwdin charge in e.
Element x y z (Å)
C: -1.713 -0.262 -0.006  -0.06
N: -0.482 0.039 -0.714  -0.21
O: -0.493 1.476 -1.030  -0.09
C: 0.771 -0.256 0.020  -0.72
N: 0.947 0.478 1.242  0.14
O: 0.723 -1.601 0.344  0.06
O: 1.777 0.042 -0.896  0.05
H: -1.680 -1.297 0.331  0.09
H: -2.538 -0.146 -0.705  0.09
H: -1.853 0.396 0.857  0.09
H: -0.127 0.897 -1.857  0.17
H: 0.497 0.020 2.024  0.09
H: 0.586 1.421 1.165  0.08
H: 1.405 -2.107 -0.104  0.12
H: 2.181 0.898 -0.671  0.12



2.
Here is C3H33N2O13 as an isolated structure from OMol25. Energies are from ωB97M-V with the def2-TZVPD basis set.

The HOMO-LUMO gap comes out at 10.0 eV. The value obtained for the LUMO energy is -2.43 eV. The total charge is +1. The value obtained for the calculated total energy is -33238.02904 eV. For the molar mass, the calculation gives 305.30 g mol⁻¹.

Last column: Löwdin charge in e.
Element x y z (Å)
N: -1.037 0.415 -1.048  0.18
C: 0.461 0.659 -1.177  -0.04
C: 1.112 0.495 0.170  -0.41
N: 2.447 0.644 0.338  0.05
C: 3.333 1.250 -0.661  -0.04
O: 0.412 0.325 1.172  -0.01
H: -1.358 -0.117 -1.892  0.10
H: -1.513 1.317 -1.039  0.08
H: -1.348 -0.220 -0.296  0.12
H: 0.962 -0.019 -1.879  0.10
H: 0.338 1.686 -1.522  0.12
H: 2.637 0.833 1.318  0.09
H: 3.206 2.317 -0.718  0.07
H: 3.102 0.850 -1.679  0.10
H: 4.226 0.624 -0.684  0.10
H: 1.999 3.944 -1.101  0.06
H: 0.971 3.631 -0.017  0.05
O: 1.067 3.754 -0.968  -0.04
H: 3.051 2.559 3.541  0.06
H: 3.495 1.126 3.252  0.06
O: 3.193 1.938 2.820  -0.05
H: -2.130 -2.751 3.180  0.05
H: -2.737 -1.798 4.284  0.06
O: -2.784 -2.065 3.360  -0.04
H: -0.470 2.593 2.187  0.08
H: -0.511 1.110 1.617  -0.05
O: -0.505 2.057 1.392  -0.07
H: 0.268 -4.077 2.368  0.03
H: 1.127 -3.840 1.184  -0.01
O: 0.315 -4.333 1.437  -0.08
H: -2.834 -1.340 -3.246  0.07
H: -3.294 0.119 -3.057  0.04
O: -2.503 -0.437 -3.150  -0.05
H: -3.092 -0.102 1.853  0.05
H: -1.829 -0.808 1.950  0.03
O: -2.315 -0.253 1.325  -0.05
H: 1.209 -2.702 -2.448  0.05
H: 0.056 -2.434 -1.659  0.02
O: 0.739 -1.907 -2.167  -0.08
H: -4.361 1.735 -1.108  0.07
H: -3.058 2.296 -1.697  0.03
O: -3.614 1.496 -1.671  -0.06
H: 3.584 -3.328 0.900  0.07
H: 2.599 -2.691 -0.008  0.04
O: 2.682 -2.978 0.906  -0.04
H: -1.474 -3.600 -0.643  0.06
H: -0.738 -4.305 -1.747  0.07
O: -1.281 -3.524 -1.584  -0.03
H: -0.814 3.680 -1.090  0.03
H: -1.388 2.945 0.163  0.03
O: -1.604 3.230 -0.761  -0.08



3.
Here is C40H54N7O3RbSSe2 as an isolated structure from OMol25. Energies are from ωB97M-V with the def2-TZVPD basis set.

The HOMO-LUMO gap comes out at 5.0 eV. The value obtained for the LUMO energy is 3.63 eV. The total charge is -2. The value obtained for the calculated total energy is -201117.20860 eV. For the molar mass, the calculation gives 956.37 g mol⁻¹.

Last column: Löwdin charge in e.
Element x y z (Å)
Rb: 0.680 1.023 -0.981  0.51
C: 1.021 4.899 -2.870  -0.04
C: 0.985 4.629 -1.384  -0.19
C: -0.241 4.539 -0.720  -0.20
C: -1.536 4.559 -1.494  -0.06
C: -0.279 4.413 0.678  -0.18
C: -1.638 4.385 1.338  -0.04
C: 0.913 4.318 1.404  -0.18
C: 0.941 4.225 2.912  -0.05
C: 2.135 4.299 0.719  -0.18
C: 3.430 4.053 1.452  -0.03
C: 2.175 4.462 -0.666  -0.19
C: 3.511 4.422 -1.364  -0.07
H: 1.065 3.979 -3.457  0.10
H: 1.890 5.500 -3.135  0.07
H: 0.134 5.441 -3.190  0.07
H: -2.271 3.886 -1.055  0.06
H: -1.423 4.216 -2.520  0.01
H: -1.982 5.560 -1.514  0.09
H: -2.137 3.425 1.181  0.08
H: -2.288 5.149 0.910  0.08
H: -1.594 4.559 2.410  0.06
H: 1.485 5.072 3.341  0.08
H: 1.446 3.318 3.238  0.07
H: -0.050 4.216 3.354  0.06
H: 3.750 3.019 1.296  0.09
H: 3.342 4.216 2.522  0.06
H: 4.227 4.698 1.081  0.07
H: 4.084 5.338 -1.181  0.08
H: 3.412 4.290 -2.436  0.05
H: 4.102 3.578 -1.015  0.04
C: 6.383 -2.489 -1.307  -0.10
C: 6.897 -1.073 -1.066  -0.29
N: 6.096 -0.056 -1.707  -0.07
C: 4.819 0.255 -1.255  -0.88
S: 3.818 1.024 -2.421  0.46
N: 4.593 -0.153 -0.025  -0.04
N: 3.417 0.230 0.558  0.03
C: 3.108 -0.441 1.614  -0.29
C: 3.899 -1.623 2.114  -0.05
C: 1.924 -0.034 2.419  -0.23
C: 1.736 -0.564 3.698  -0.03
C: 0.606 -0.219 4.420  -0.07
C: -0.316 0.642 3.858  -0.06
C: -0.040 1.140 2.592  -0.20
N: 1.043 0.827 1.896  0.05
H: 6.987 -3.223 -0.769  0.06
H: 6.409 -2.737 -2.370  0.06
H: 5.350 -2.570 -0.966  0.06
H: 7.920 -0.971 -1.445  0.10
H: 6.915 -0.863 0.002  0.09
H: 6.148 -0.014 -2.715  0.07
H: 4.551 -1.980 1.323  0.05
H: 3.232 -2.424 2.434  0.07
H: 4.527 -1.349 2.969  0.08
H: 2.458 -1.248 4.117  0.09
H: 0.442 -0.639 5.405  0.10
H: -1.237 0.904 4.357  0.10
H: -0.740 1.808 2.110  0.07
O: -2.246 -1.122 -2.882  -0.14
C: -3.599 -1.007 -2.531  -0.26
C: -4.028 0.349 -1.938  -0.59
C: -5.420 0.088 -1.366  -0.26
O: -6.058 1.242 -0.828  -0.08
C: -3.087 0.825 -0.834  -0.64
Se: -2.719 -0.356 0.704  0.45
C: -4.095 1.436 -3.024  -0.57
Se: -2.424 1.819 -4.050  0.36
H: -2.060 -0.343 -3.445  -0.06
H: -3.793 -1.789 -1.788  0.10
H: -4.236 -1.206 -3.407  0.12
H: -5.325 -0.670 -0.580  0.09
H: -6.082 -0.290 -2.149  0.12
H: -5.501 1.522 -0.092  0.07
H: -3.444 1.787 -0.453  0.03
H: -2.135 1.023 -1.321  -0.04
H: -4.421 2.371 -2.565  0.04
H: -4.859 1.150 -3.752  0.04
C: -4.093 -5.121 5.267  -0.07
C: -3.555 -4.899 3.878  -0.30
C: -4.028 -3.854 3.091  -0.04
C: -3.536 -3.631 1.816  -0.04
C: -2.534 -4.447 1.308  -0.22
N: -2.007 -4.160 0.024  0.16
C: -1.714 -5.151 -0.863  -0.53
O: -1.948 -6.337 -0.663  0.03
N: -1.168 -4.804 -2.082  0.14
C: -0.500 -3.681 -2.593  -0.22
C: -0.297 -3.629 -3.967  -0.03
C: 0.422 -2.587 -4.512  -0.06
C: 0.915 -1.607 -3.663  -0.15
N: 0.706 -1.640 -2.355  0.02
C: 0.030 -2.651 -1.827  -0.10
C: -2.041 -5.489 2.083  -0.02
C: -2.558 -5.709 3.351  -0.06
H: -3.813 -4.301 5.932  0.07
H: -3.705 -6.046 5.695  0.06
H: -5.183 -5.180 5.266  0.07
H: -4.792 -3.190 3.477  0.11
H: -3.888 -2.787 1.235  0.03
H: -2.067 -3.188 -0.274  0.09
H: -1.147 -5.622 -2.677  0.14
H: -0.718 -4.404 -4.599  0.11
H: 0.582 -2.521 -5.580  0.10
H: 1.484 -0.765 -4.038  0.09
H: -0.114 -2.612 -0.755  0.11
H: -1.267 -6.130 1.691  0.11
H: -2.168 -6.529 3.944  0.10



4.
Here is C4H12CsO4 as an isolated structure from OMol25. Energies are from ωB97M-V with the def2-TZVPD basis set.

The HOMO-LUMO gap comes out at 7.9 eV. The value obtained for the LUMO energy is -4.18 eV. The total charge is +1. The value obtained for the calculated total energy is -13073.02798 eV. For the molar mass, the calculation gives 257.04 g mol⁻¹.

Last column: Löwdin charge in e.
Element x y z (Å)
Cs: 19.206 -5.287 -10.867  0.96
C: 23.239 -2.103 -15.795  -0.23
C: 24.291 -0.969 -15.770  -0.24
O: 25.147 -0.996 -14.630  -0.06
O: 22.469 -2.015 -14.592  -0.08
H: 23.751 -3.065 -15.766  0.12
H: 22.727 -1.934 -16.742  0.12
H: 23.767 -0.023 -15.629  0.11
H: 24.816 -0.843 -16.716  0.12
H: 24.554 -0.746 -13.917  0.07
H: 21.632 -2.432 -14.807  0.07
C: 18.310 -3.458 -5.596  -0.25
C: 19.249 -4.556 -5.126  -0.25
O: 18.496 -5.730 -4.886  -0.04
O: 17.562 -3.668 -6.795  -0.07
H: 18.878 -2.532 -5.515  0.12
H: 17.510 -3.375 -4.860  0.12
H: 19.850 -4.092 -4.343  0.12
H: 19.980 -4.797 -5.898  0.11
H: 18.777 -6.483 -5.411  0.08
H: 17.586 -2.867 -7.324  0.07



These records have energy above the lowest of the compared OMol25 structures with the same formula, charge and spin values of 2.988 2.286 1.003 1.778 eV, in the order they appear.